(1)
The following is a quantum chemistry calculation of C3H3O2Y as an isolated structure, from the Open Molecules 2025 dataset.

Values from the calculation:
Charge ... +3
Energy above the lowest of the compared OMol25 structures with the same formula, charge and spin ... 3.190 eV
Gap between HOMO and LUMO (spin up / spin down) ... 4.7 / 5.8 eV
2S+1 ... 2

XYZ file:
```
9
Properties=species:S:1:pos:R:3:mulliken_charge:R:1
Y -1.84 1.21 -3.42 2.4630
O -0.73 1.01 -1.43 -0.6147
O 0.45 -0.85 -0.94 -0.4766
C 0.44 -0.84 1.30 -0.0723
C -0.04 0.27 -0.70 0.8673
C 0.21 0.41 0.75 -0.2355
H -0.21 -1.20 2.10 0.3260
H 1.36 -1.40 1.12 0.3200
H 0.35 1.39 1.21 0.4228
```

(2)
The following is a quantum chemistry calculation of a 2-piece molecular cluster, C2H2BrCl overall, from the Open Molecules 2025 dataset.

Values from the calculation:
Charge ... 0
Energy above the lowest of the compared OMol25 structures with the same formula, charge and spin ... 5.639 eV
Gap between HOMO and LUMO (spin up / spin down) ... 7.0 / 6.8 eV
2S+1 ... 1

XYZ file:
```
6
Properties=species:S:1:pos:R:3:mulliken_charge:R:1
Br -2.59 -0.46 0.06 0.0584
Cl 1.92 1.03 0.06 -0.1294
C -1.44 0.91 -0.19 -0.0381
C 0.75 -0.21 0.08 -0.6009
H 0.62 -0.61 -0.97 0.3183
H 0.74 -0.66 0.96 0.3917
```

(3)
The following is a quantum chemistry calculation of one molecule with the formula C4H8N4, from the Open Molecules 2025 dataset.

Values from the calculation:
Charge ... 0
Energy above the lowest of the compared OMol25 structures with the same formula, charge and spin ... 3.983 eV
Gap between HOMO and LUMO (spin up / spin down) ... 7.0 / 7.0 eV
2S+1 ... 1
SMILES string ... [H]/N=C/[C@@H](N)C(N)=C=N

XYZ file:
```
16
Properties=species:S:1:pos:R:3:mulliken_charge:R:1
N -1.63 -2.16 0.22 -0.5692
N 1.56 -1.54 -0.37 -0.5624
N -1.98 1.58 -0.20 -0.6226
N 1.50 1.30 0.42 -0.5498
C -1.03 0.98 0.44 -0.4577
C 0.40 -0.81 -0.32 0.0801
C -0.78 -1.34 0.01 0.2046
C 0.39 0.69 -0.27 0.2816
H 1.73 2.21 0.04 0.2449
H 2.25 -1.19 -1.03 0.2164
H -2.57 -1.77 0.06 0.2965
H -2.66 1.96 0.46 0.2735
H -1.03 0.91 1.54 0.4513
H 1.40 -2.55 -0.43 0.2349
H 2.19 0.62 0.72 0.2517
H 0.27 1.10 -1.28 0.2263
```

(4)
The following is a quantum chemistry calculation of one molecule with the formula C22H26N4O3, from the Open Molecules 2025 dataset.

Values from the calculation:
Charge ... 0
Energy above the lowest of the compared OMol25 structures with the same formula, charge and spin ... 2.714 eV
Gap between HOMO and LUMO ... 8.1 eV
2S+1 ... 1
SMILES string ... O=C(NCCCN1CCOCC1)/C(=C/c1cccnc1)NC(=O)c1ccccc1

XYZ file:
```
55
Properties=species:S:1:pos:R:3:mulliken_charge:R:1
O 1.12 2.19 -1.23 -0.6695
O -0.03 -0.08 0.54 -0.5914
O -5.52 0.73 2.02 -0.3842
N 5.13 -2.57 -3.96 -0.6122
N -0.33 0.92 -2.42 0.0019
N 2.03 -0.45 -0.31 -0.0737
N -3.29 1.79 0.67 0.1230
C 3.25 -1.65 -2.78 0.3766
C -2.57 1.77 -1.76 -0.1310
C -5.44 2.10 1.71 -0.7632
C 5.19 -3.55 -3.08 -0.2335
C 1.15 -0.33 0.73 0.2261
C -2.29 2.16 -0.30 -0.6189
C -4.61 2.34 0.44 -0.5073
C -4.24 0.18 2.19 -0.8216
C 3.31 -2.71 -1.87 -0.4241
C 4.30 -3.67 -2.02 -0.5746
C 1.31 -1.30 4.34 -0.6142
C 3.52 -0.64 3.66 -0.7493
C 4.19 -1.66 -3.82 -0.3685
C 1.71 -0.60 2.08 0.4173
C 0.84 -1.04 3.07 -0.3465
C 2.27 -0.58 -2.71 -0.4926
C 3.06 -0.39 2.39 -0.3360
C -3.39 0.37 0.94 0.0686
C 1.70 -0.07 -1.60 0.4977
C -1.33 1.95 -2.64 -0.9377
C 2.65 -1.11 4.64 -0.3821
C 0.78 1.13 -1.69 -0.1576
H 5.97 -4.28 -3.24 0.3629
H -4.98 2.65 2.54 0.3620
H -5.13 1.86 -0.41 0.3295
H -2.38 -0.03 1.09 -0.0380
H -3.38 2.38 -2.17 0.3471
H 4.36 -4.50 -1.34 0.3834
H -3.86 -0.19 0.11 0.2574
H -0.60 -0.03 -2.63 0.2835
H 3.02 -1.31 5.64 0.3923
H 4.18 -0.87 -4.56 0.3904
H 2.95 -0.83 -0.15 0.4366
H -1.61 1.93 -3.70 0.3620
H -4.38 -0.88 2.42 0.3633
H 0.63 -1.65 5.11 0.4035
H 3.74 0.01 1.65 0.4803
H 4.56 -0.47 3.90 0.3935
H -4.53 3.41 0.26 0.4230
H -1.36 1.68 0.02 -0.0355
H -0.20 -1.18 2.82 0.4409
H -3.73 0.67 3.04 0.4029
H 2.58 -2.81 -1.09 0.5581
H 2.02 -0.11 -3.65 0.4664
H -0.85 2.90 -2.41 0.3662
H -2.89 0.72 -1.81 0.2439
H -2.15 3.24 -0.25 0.3448
H -6.47 2.44 1.57 0.3580
```